(1)
DFT (ωB97M-V with the def2-TZVPD basis set) results for a 5-piece molecular cluster, C4H17NO4 overall.

Cartesian coordinates (Å):
C -0.8244 -0.1127 2.8103
C -1.2025 0.6857 1.8230
N -0.3832 1.4216 0.9605
C -1.0622 2.4243 0.1227
C -1.5216 1.8372 -1.2090
H -1.4533 -0.7269 3.4274
H 0.2420 -0.3046 2.9284
H -2.2629 0.9025 1.7126
H 0.2541 0.8690 0.4060
H -1.8689 2.9680 0.6160
H -0.3063 3.2144 0.0392
H -2.2921 1.1236 -0.8898
H -2.0636 2.6399 -1.7229
H -0.8188 1.3748 -1.8783
O 2.1714 -0.4411 -0.8099
H 1.6522 -0.8922 -1.4785
H 2.0512 0.4927 -0.9999
O 2.5815 -1.7227 1.6158
H 2.8499 -1.1592 0.8712
H 2.0741 -1.1403 2.1855
O 0.5731 -1.3341 -3.4146
H -0.3939 -1.2644 -3.4008
H 0.5728 -1.9942 -2.6933
O 0.4523 -2.6338 -0.4637
H -0.2792 -3.2467 -0.4839
H 1.2584 -2.9806 -0.0740

- E_tot (eV) = -14102.8164
- total charge = 0
- energy above the lowest of the compared OMol25 structures with the same formula, charge and spin (eV) = 0.9741
- structure (SMILES) = C=CNCC.O.O.O.O
- LUMO level (eV) = 0.3724
- highest occupied orbital energy (eV) = -8.21
- spin multiplicity = 1

(2)
DFT (ωB97M-V with the def2-TZVPD basis set) results for a 4-piece molecular cluster, C4H17NO4 overall.

Cartesian coordinates (Å):
C -17.1472 4.2946 0.3894
O -17.3217 4.4034 1.7882
C -16.1504 4.1396 2.5519
C -16.0537 2.6502 2.9217
C -15.3742 2.4214 4.2770
N -15.2064 1.8843 1.9557
H -18.0352 4.5533 -0.1794
H -16.7866 3.3112 0.0874
H -16.3886 5.0339 0.0955
H -15.2395 4.4892 2.0536
H -16.2664 4.7812 3.4292
H -17.0029 2.1218 2.8811
H -15.3520 1.3454 4.4516
H -15.8907 2.8923 5.1160
H -14.3427 2.7772 4.2962
H -15.3827 2.2175 1.0089
H -14.2384 2.1922 2.0706
O -14.5869 -1.5920 9.4509
H -14.9011 -0.9953 8.7572
H -14.3391 -1.0114 10.1778
O -16.1386 0.5182 7.5369
H -16.6367 0.8714 6.7878
H -16.8041 0.3770 8.2188
O -18.5544 2.0776 6.6074
H -18.9941 2.5230 7.3406
H -18.5970 2.7071 5.8774

- E_tot (eV) = -14103.0176
- total charge = 0
- energy above the lowest of the compared OMol25 structures with the same formula, charge and spin (eV) = 0.7728
- structure (SMILES) = COC[C@H](C)N.O.O.O
- LUMO level (eV) = 0.3816
- highest occupied orbital energy (eV) = -9.37
- spin multiplicity = 1

(3)
DFT (ωB97M-V with the def2-TZVPD basis set) results for a 4-piece molecular cluster, C4H17NO4 overall.

Cartesian coordinates (Å):
O -2.1626 -2.8030 -0.9993
H -2.5214 -3.6742 -1.1682
H -2.9306 -2.2531 -0.8443
O -1.0399 -1.9513 -3.4134
H -1.6193 -2.3344 -2.7547
H -0.1789 -1.9352 -2.9954
O -2.6853 0.3917 -4.3625
H -1.9909 -0.0976 -3.9212
H -2.3077 0.6346 -5.2079
C 0.1684 -0.5033 -0.2991
C 0.9938 0.5825 0.4395
C 0.5834 0.8050 1.9696
O 1.0194 2.1709 2.3086
C 1.3455 2.3222 3.6895
N 2.4372 0.4197 0.2787
H 0.3816 -1.4896 0.1132
H 0.3386 -0.6094 -1.3705
H -0.9121 -0.4337 -0.1734
H 0.6195 1.4742 -0.0633
H 1.0755 0.1431 2.6823
H -0.4823 0.6965 2.1712
H 0.5885 2.1892 4.4624
H 1.5675 3.3864 3.7687
H 2.3246 1.9151 3.9419
H 2.6907 -0.2921 0.9488
H 2.6969 1.2456 0.7988

- E_tot (eV) = -14093.0619
- total charge = +1
- energy above the lowest of the compared OMol25 structures with the same formula, charge and spin (eV) = 1.7920
- LUMO level (alpha / beta) (eV) = -3.0158 / -9.5975
- highest occupied orbital energy (alpha / beta) (eV) = -12.95 / -12.95
- spin multiplicity = 2

(4)
DFT (ωB97M-V with the def2-TZVPD basis set) results for a 5-piece molecular cluster, C4H17NO6S overall.

Cartesian coordinates (Å):
C -1.5721 -0.7429 1.8316
N -0.2655 -0.6352 1.2252
C 0.1512 0.7458 0.9073
C 1.7077 0.7609 1.2109
S 2.1057 2.4530 1.7714
C -0.1893 1.0140 -0.5555
O -1.3101 1.1855 -1.0016
O 0.8777 1.1110 -1.3232
H -1.6678 -1.7095 2.3351
H -1.8155 0.0698 2.5259
H -2.4425 -0.6905 1.1455
H -0.1735 -1.2699 0.4468
H -0.3044 1.4435 1.6041
H 2.2699 0.5312 0.3173
H 1.8465 0.1130 2.0672
H 2.2420 3.2027 0.6471
H 0.8032 1.1437 -2.3060
O 0.5928 -2.4608 -1.1123
H 1.4670 -2.1597 -1.4086
H -0.0546 -2.2552 -1.8271
O -0.7065 1.5294 -3.6803
H -1.3085 1.5356 -2.8874
H -1.1600 1.1047 -4.4166
O 0.5416 -0.5215 4.7340
H 0.2113 -0.4351 3.8306
H 1.4832 -0.6713 4.5752
O -1.1438 -1.7366 -3.2215
H -1.2226 -1.8754 -4.1883
H -0.9633 -0.7801 -3.2468

- E_tot (eV) = -29034.1101
- total charge = 0
- energy above the lowest of the compared OMol25 structures with the same formula, charge and spin (eV) = 0.4395
- structure (SMILES) = CN[C@@H](CS)C(=O)O.O.O.O.O
- LUMO level (eV) = -0.0840
- highest occupied orbital energy (eV) = -8.83
- spin multiplicity = 1